(1)
Molecular formula: C23H78Cl2N2O24S2
Method: DFT, the ωB97M-V functional and the def2-TZVPD basis

```
131
Properties=species:S:1:pos:R:3:forces:R:3:mulliken_charge:R:1
C 0.881650 4.568945 1.196582 0.921 -0.828 -0.328 -2.32
C 0.324195 3.747266 0.045943 -0.211 -0.476 0.486 2.02
C 0.032069 4.354780 -1.148418 0.055 0.883 -0.498 -0.74
C -0.448109 3.680143 -2.259321 -0.238 0.251 0.074 -0.67
C -0.671414 2.321130 -2.204852 -0.287 -0.254 -0.570 -0.09
C -1.170636 1.533411 -3.404743 0.437 -0.623 0.595 -1.08
C -2.487912 0.760128 -3.158966 -0.019 -0.631 -0.796 -0.49
C -2.458385 -0.729890 -3.600873 0.215 0.415 -0.114 0.41
S -1.794227 -0.974765 -5.292689 0.036 -0.185 -0.034 -0.28
C -0.386756 1.685551 -0.995099 0.264 -1.109 0.485 1.23
C 0.102814 2.341182 0.114377 0.245 1.743 0.648 -1.37
N 0.385837 1.659385 1.331403 0.442 -0.646 -0.637 -0.21
C 1.160019 0.475269 1.167920 0.360 0.200 0.538 -0.87
C 2.285858 0.254591 1.939951 -0.096 -0.179 -0.096 -0.50
C 3.051204 -0.889620 1.733840 0.821 0.109 1.634 0.36
C 4.310952 -1.024671 2.600956 -0.056 0.519 -1.392 -1.59
C 5.337625 -0.000238 2.016650 -0.302 -0.188 -0.504 -0.18
C 6.109278 -0.624987 0.822339 0.178 0.935 0.507 -0.32
C 6.510584 0.404110 -0.256854 0.320 -0.324 -0.408 -0.46
N 5.624048 0.368771 -1.440428 0.521 0.269 -0.139 -0.41
C 2.729238 -1.834861 0.788568 -0.437 0.079 -0.230 -0.81
C 1.599194 -1.616168 0.005146 0.056 -0.555 -0.583 -0.33
C 1.148620 -2.560419 -1.106461 -0.413 0.312 0.299 -0.42
Cl 2.474083 -3.624827 -1.686499 -0.240 0.319 0.042 -0.17
C -0.085961 -3.394614 -0.662580 1.503 -0.298 0.131 0.91
C 0.287430 -4.428497 0.406106 -0.224 -0.315 -0.309 -1.28
Cl -0.631785 -4.313666 -2.140240 -0.637 0.376 0.295 -0.23
C 0.840846 -0.472771 0.205777 -0.838 0.703 -0.387 0.85
S -0.597404 -0.084207 -0.773622 -0.196 -0.014 -0.252 0.19
H 0.855113 5.642355 0.990760 -0.396 -0.244 0.127 0.35
H 1.957860 4.326357 1.270373 -0.255 0.066 0.242 0.46
H 0.438967 4.311251 2.166835 -0.081 0.329 -0.186 0.47
H 0.206551 5.426860 -1.264692 -0.021 -0.204 0.197 0.42
H -0.621570 4.243681 -3.165367 -0.071 -0.220 0.098 0.36
H -1.206010 2.153819 -4.300704 -0.124 0.017 0.324 0.55
H -0.389711 0.780706 -3.615107 -0.170 0.195 0.000 0.22
H -3.292319 1.213416 -3.754893 0.089 0.125 0.413 0.52
H -2.789745 0.746828 -2.104927 0.060 0.395 -0.188 0.16
H -3.470518 -1.134848 -3.624851 0.189 0.169 0.044 0.61
H -1.887034 -1.363932 -2.915433 -0.002 0.225 -0.107 -0.72
H -0.570834 -1.490516 -5.036263 -0.318 0.218 0.188 0.11
H 0.867584 2.257312 1.990999 -0.253 0.091 -0.041 0.37
H 2.597951 0.967181 2.704758 -0.110 -0.058 -0.170 0.48
H 4.087994 -0.830707 3.654241 0.050 -0.229 -0.159 0.42
H 4.698444 -2.033505 2.412556 0.056 0.136 0.640 0.41
H 6.002927 0.421169 2.781288 0.028 -0.301 -0.157 0.45
H 4.782637 0.853280 1.594478 0.020 -0.145 0.327 0.02
H 5.481012 -1.369406 0.317511 0.275 0.026 0.175 0.10
H 7.031536 -1.067906 1.222300 -0.314 -0.308 -0.165 0.34
H 7.523822 0.134588 -0.594268 -0.199 0.225 0.093 0.41
H 6.579989 1.433130 0.135904 -0.025 -0.311 0.223 0.04
H 5.221615 1.288145 -1.595141 -0.292 -0.230 0.178 0.09
H 6.247522 0.256537 -2.239343 -0.282 -0.113 0.115 0.23
H 3.358054 -2.707495 0.638552 -0.161 0.129 0.005 0.52
H 0.813718 -1.914971 -1.929208 0.338 -0.374 -0.087 0.42
H -0.857744 -2.696987 -0.325196 -0.099 -0.362 -0.267 0.15
H 0.773449 -5.267813 -0.103870 -0.021 0.152 0.232 0.48
H -0.604887 -4.807418 0.913994 0.174 0.169 -0.046 0.23
H 0.997128 -4.037747 1.144738 -0.301 0.141 -0.124 0.20
O -1.950406 -2.654253 1.855719 -0.176 -0.071 0.003 -0.47
H -1.397266 -1.955359 2.223648 -0.013 -0.007 0.006 0.19
H -2.849794 -2.325369 1.975883 0.010 0.346 0.006 0.30
O -1.892703 6.177352 0.960382 0.024 0.011 -0.029 -0.65
H -1.758212 5.556261 0.234707 -0.041 0.002 0.011 0.37
H -1.757989 5.646466 1.751351 -0.077 0.010 0.005 0.32
O -4.742537 -0.640554 -0.970001 0.033 0.088 0.221 -0.63
H -5.061465 0.266813 -1.029027 -0.045 -0.029 -0.039 0.31
H -3.784251 -0.549941 -0.910766 -0.022 -0.095 0.013 0.31
O 4.125032 5.155047 2.280768 0.218 0.009 -0.370 -0.60
H 3.781524 6.058126 2.238345 0.006 0.095 0.063 0.30
H 5.079244 5.271971 2.368059 -0.038 0.066 0.263 0.28
O -4.715222 -4.380542 2.437300 0.075 0.134 0.297 -0.65
H -4.721181 -5.348333 2.413175 -0.154 0.000 0.109 0.28
H -3.840224 -4.141148 2.115296 -0.005 -0.068 -0.275 0.22
O 3.520912 2.591522 -0.916304 -0.027 0.272 0.073 -0.22
H 2.629599 2.357811 -0.633089 -0.151 -0.161 -0.091 0.06
H 3.876083 3.077242 -0.163013 -0.032 0.090 -0.051 0.19
O -7.803014 -5.498048 1.809508 0.090 0.091 0.054 -0.63
H -6.972389 -5.022221 1.950557 0.019 -0.034 0.001 0.33
H -7.991707 -5.366494 0.875037 -0.012 -0.035 0.012 0.29
O -5.767314 -6.534014 3.891291 -0.210 -0.053 -0.095 -0.57
H -5.585040 -6.525888 4.837918 0.201 0.105 -0.050 0.30
H -6.727613 -6.473856 3.835783 0.039 -0.215 -0.033 0.30
O -4.800363 -0.543268 2.788198 0.657 0.092 -0.128 -0.64
H -5.331506 -1.345309 2.791314 -0.273 0.181 0.072 0.28
H -5.019732 -0.127996 1.946126 -0.060 -0.356 -0.157 0.34
O 5.832138 4.931492 -0.453370 -0.095 -0.075 0.206 -0.65
H 6.041273 3.998358 -0.332281 0.137 0.023 -0.153 0.34
H 5.207161 5.119931 0.259511 -0.097 0.073 -0.041 0.31
O -4.212382 -5.380170 -0.235104 0.233 -0.068 -0.132 -0.56
H -4.214502 -6.343340 -0.265683 -0.059 0.015 -0.055 0.29
H -3.333461 -5.140024 -0.554364 -0.009 -0.002 -0.022 0.29
O -7.618538 -1.081124 2.501981 0.737 0.154 -0.173 -0.64
H -7.450641 -2.018275 2.642916 -0.276 -0.057 -0.060 0.31
H -8.235866 -0.854466 3.203093 -0.080 -0.140 -0.010 0.33
O -8.448598 -8.093886 4.249632 -0.152 0.080 -0.180 -0.61
H -8.987938 -8.890414 4.243758 0.045 -0.014 0.079 0.30
H -8.654933 -7.664710 3.409863 0.042 0.021 0.010 0.29
O -4.153926 -4.745326 5.253291 0.168 0.088 -0.027 -0.65
H -3.331189 -4.268376 5.396154 -0.029 -0.017 0.092 0.29
H -4.350566 -4.615756 4.308723 -0.127 0.041 0.145 0.50
O 0.517372 3.685681 -4.898790 0.139 -0.093 -0.601 -0.52
H 0.480114 3.845749 -5.847833 0.019 -0.005 0.021 0.26
H 1.435302 3.438486 -4.734577 0.039 0.245 0.090 0.24
O -5.499940 2.603127 2.398989 0.016 -0.028 -0.072 -0.61
H -5.330624 1.665265 2.541665 -0.018 0.056 0.255 0.33
H -6.113014 2.838571 3.101631 -0.002 0.003 -0.022 0.29
O 3.125670 4.666995 -3.566391 -0.061 -0.168 0.143 -0.66
H 3.017664 4.029223 -2.846482 0.123 0.025 0.058 0.37
H 3.698496 5.341594 -3.188790 0.041 -0.026 -0.034 0.28
O 4.111704 8.439208 2.095042 0.198 -0.030 -0.052 -0.60
H 3.771929 9.338430 2.052579 -0.117 -0.061 -0.003 0.30
H 5.066745 8.550062 2.179802 -0.008 -0.106 0.129 0.31
O -3.997022 -3.171429 -3.224304 -0.038 -0.424 0.205 -0.63
H -3.057169 -3.388102 -3.217075 -0.016 -0.033 -0.092 0.25
H -4.334653 -3.563801 -2.410390 -0.122 0.037 -0.038 0.31
O 8.016460 1.006175 -3.323722 0.050 -0.056 -0.071 -0.58
H 8.835857 1.502387 -3.241529 -0.005 -0.024 0.013 0.26
H 7.776046 1.104074 -4.254411 0.019 0.170 -0.038 0.32
O 7.691088 2.019453 -6.201711 -0.048 -0.096 -0.103 -0.64
H 7.271096 1.445480 -6.851092 0.032 -0.032 0.029 0.31
H 7.536497 2.908800 -6.535474 0.005 0.030 0.121 0.31
O -10.075256 -1.649169 3.050845 -0.717 -0.168 0.078 -0.61
H -10.601774 -2.455147 3.057464 0.013 0.016 0.126 0.30
H -10.287991 -1.232696 2.208980 0.138 0.002 -0.018 0.32
O 0.586665 -6.860537 -4.501150 -0.027 0.044 0.074 -0.61
H 0.440153 -7.392930 -3.713248 0.012 -0.011 -0.022 0.31
H 0.594318 -5.954353 -4.173479 0.041 -0.004 -0.023 0.31
O 7.340467 7.444288 2.276730 -0.160 0.057 -0.162 -0.62
H 7.306044 7.610568 1.327715 0.047 -0.111 -0.008 0.33
H 8.257748 7.206703 2.444880 -0.027 0.010 0.067 0.29
```
Forces are in eV/Å.

Properties
Total charge: 0
HOMO energy in eV: -8.1
2S+1: 1


(2)
Molecular formula: C23H84O29
Method: DFT, the ωB97M-V functional and the def2-TZVPD basis

```
136
Properties=species:S:1:pos:R:3:forces:R:3:mulliken_charge:R:1
O 3.005563 -2.457863 -1.649156 -0.302 -0.244 0.467 -0.61
H 2.934953 -3.253343 -2.176866 -0.011 -0.231 -0.330 0.28
H 3.348333 -1.798963 -2.252966 0.030 0.200 -0.519 0.11
O 4.944463 3.107897 0.003594 0.279 0.374 -0.058 -0.53
H 5.715143 3.588637 0.305564 0.102 0.317 0.011 0.26
H 5.248503 2.205867 -0.097046 -0.110 -0.596 -0.041 0.25
O 3.260603 5.749877 -0.741766 0.234 0.384 -0.366 -0.61
H 2.851963 5.030837 -0.259856 -0.481 -0.234 0.200 0.43
H 3.904863 6.111207 -0.132996 0.097 0.158 0.091 0.29
O 4.883243 -2.199323 0.155354 0.841 0.247 0.811 -0.67
H 5.516873 -2.893963 -0.024126 0.265 -0.117 0.096 0.25
H 4.143693 -2.394523 -0.420146 -0.741 -0.127 -0.541 0.38
O 0.486713 0.161797 -0.243046 -0.227 -0.122 0.107 0.44
H 1.311183 0.331387 0.212704 0.244 0.297 0.546 -0.30
H 0.745493 -0.026583 -1.145136 -0.079 -0.208 -0.710 -0.11
O -0.048287 -3.089613 -4.090716 0.578 0.013 0.565 -0.55
H -0.934997 -2.932033 -4.414966 -0.863 0.033 -0.519 0.26
H 0.264273 -3.837183 -4.600296 0.176 -0.072 -0.101 0.24
O 5.434803 0.421537 0.534004 0.191 0.787 0.037 -0.57
H 6.276273 0.548207 0.972324 0.192 0.119 0.227 0.34
H 5.338083 -0.528623 0.470184 -0.132 -1.189 -0.388 0.26
O 2.315393 3.424197 0.550024 -0.780 0.546 -0.259 -0.59
H 2.140923 2.688127 1.136534 -0.052 -0.147 0.216 -0.03
H 3.263013 3.405127 0.416304 0.645 -0.421 -0.052 0.49
C 3.208053 -0.373113 3.699174 0.256 0.712 -0.135 -0.50
C 3.304733 0.991937 3.001254 -1.285 0.250 -0.398 -0.58
O 2.872913 0.895647 1.600234 -0.338 -0.353 1.137 0.61
O 1.915943 -0.970473 3.520604 1.200 0.754 -0.276 -0.17
H 3.388173 -0.292063 4.771124 -0.101 0.165 -0.025 0.50
H 4.024433 -0.966363 3.287254 -0.124 -0.575 -0.097 0.10
H 4.257283 1.507687 3.122804 0.364 -0.495 -0.311 0.34
H 2.592663 1.703357 3.419514 -0.250 -0.164 0.120 0.07
H 3.567623 0.567947 1.024394 0.725 0.147 0.264 -0.28
H 1.783733 -0.896293 2.572654 -0.498 -0.130 -0.360 -0.07
C 0.146833 5.243707 -3.294786 0.776 -0.116 0.333 -0.55
C -0.049877 5.193417 -1.750336 0.108 0.767 -0.768 0.57
O -1.306097 5.725997 -1.344926 0.886 0.260 -0.060 -0.56
O 0.223453 6.534637 -3.924106 -0.642 -0.451 0.707 -0.58
H -0.625407 4.670427 -3.807706 -0.166 -0.271 0.116 0.23
H 1.117743 4.811687 -3.537256 0.031 -0.373 0.186 0.33
H 0.757913 5.746277 -1.270836 -0.147 0.435 -0.108 0.12
H 0.105963 4.183187 -1.371856 -0.224 -0.418 -0.292 -0.27
H -1.936117 5.005147 -1.415936 -0.523 -0.323 0.003 0.38
H -0.703017 6.774757 -3.998926 -0.021 0.600 -0.034 0.32
C 0.147233 -4.530883 -0.477076 1.332 0.581 -2.097 -0.44
C -0.359807 -5.541193 0.526964 0.968 0.022 -0.757 -0.47
O -1.037477 -6.676393 -0.087906 0.159 1.577 0.824 -0.56
O 1.035943 -3.578943 0.113914 -0.717 0.126 1.879 0.07
H -0.560377 -4.027463 -1.135836 -0.501 -0.031 0.293 0.20
H 0.850033 -5.031403 -1.143146 -0.484 -0.865 -0.560 0.55
H -0.938257 -5.007343 1.280954 -0.447 -0.691 0.043 0.14
H 0.614763 -5.819543 0.927994 -0.358 -0.644 0.883 0.32
H -0.381837 -7.172583 -0.583426 0.132 0.001 0.015 0.33
H 1.539343 -3.051283 -0.510386 -0.242 0.018 -0.456 0.00
C 2.981243 -0.106523 -3.931016 -0.347 -0.061 0.756 -0.64
C 1.462843 0.092057 -4.076036 0.018 0.401 -0.555 -0.33
O 0.651083 -0.579723 -3.107226 0.575 0.418 -0.050 0.34
O 3.530393 -1.402043 -4.268816 -0.640 0.527 0.237 -0.62
H 3.139623 0.049287 -2.863896 0.392 -0.111 0.223 -0.03
H 3.568223 0.674047 -4.415036 -0.338 0.108 -0.242 0.58
H 1.164053 -0.090803 -5.108216 -0.290 -0.490 0.018 0.40
H 1.204623 1.139197 -3.918216 0.586 0.290 -0.025 0.34
H 0.253643 -1.360313 -3.500066 0.331 -0.794 -0.161 -0.11
H 3.880733 -1.362943 -5.161746 -0.037 -0.028 -0.030 0.31
C -3.133957 -1.314193 -5.337826 -0.648 -0.724 -0.008 -0.74
C -2.831977 -0.462333 -4.078246 -1.296 -0.661 -0.865 0.17
O -1.793577 0.431987 -4.245856 0.924 0.428 -0.291 -0.49
O -2.400497 -2.570983 -5.447316 0.280 0.789 0.509 -0.54
H -3.063107 -0.770713 -6.280016 0.645 0.470 0.196 0.39
H -4.183407 -1.608703 -5.340386 -0.261 0.111 0.553 0.40
H -2.761947 -1.067643 -3.174476 0.293 -0.334 -0.038 0.15
H -3.735187 0.126907 -3.919766 -0.320 0.027 -0.071 0.12
H -1.118357 0.280917 -3.580376 0.249 -0.017 0.132 0.26
H -2.725497 -3.049693 -6.213356 -0.020 0.039 -0.016 0.26
C -5.056517 3.002177 1.022764 -0.519 0.925 1.366 -0.71
C -4.783787 1.569947 0.685594 0.161 0.653 1.714 0.02
O -3.832297 1.468517 -0.308926 -0.589 -0.006 -1.417 -0.16
O -6.167197 3.663887 0.422614 0.238 0.045 -0.921 -0.57
H -4.158957 3.603487 0.878144 -0.113 0.048 -0.549 0.00
H -5.207887 3.070427 2.100044 -0.108 -0.173 0.275 0.52
H -5.715157 1.005897 0.635644 -0.111 -0.245 -0.810 0.22
H -4.278617 1.202037 1.578654 -0.152 -0.253 0.500 0.22
H -3.356037 0.666907 -0.080446 0.848 -0.692 -0.448 0.28
H -6.993717 3.476807 0.873694 0.179 -0.203 0.127 0.30
C 3.709913 -4.190443 2.632314 -1.084 -1.268 -0.350 0.64
C 4.283323 -4.939093 3.834084 -0.268 0.124 0.389 -0.67
O 4.258663 -6.341383 3.753354 0.100 -0.659 -0.734 -0.59
O 2.339523 -4.690213 2.443124 1.259 0.008 1.056 -0.47
H 4.254283 -4.450553 1.724514 0.301 0.068 -0.036 0.13
H 3.773443 -3.113103 2.785284 -0.256 0.009 0.089 -0.26
H 3.713183 -4.684753 4.727584 -0.040 0.571 0.064 0.31
H 5.339493 -4.726463 3.999584 -0.040 0.537 -0.101 0.36
H 3.420123 -6.610763 3.371404 -0.270 0.051 -0.001 0.33
H 1.851163 -4.236953 1.751984 0.272 0.527 -0.413 0.07
C -1.384297 -3.434863 5.352634 0.042 -0.176 1.682 -0.84
C -0.334657 -3.256613 4.318914 1.328 -0.782 0.588 0.73
O 0.957433 -2.966763 4.981834 -2.306 -0.362 -0.634 -0.63
O -2.497437 -4.201713 4.895374 -0.012 0.540 -0.268 -0.55
H -1.637147 -2.451033 5.747894 -0.530 0.066 0.016 0.38
H -0.951507 -3.969673 6.198084 0.120 -0.122 0.026 0.27
H -0.736187 -2.503853 3.640514 0.799 0.237 -0.405 -0.26
H -0.248767 -4.233163 3.842404 0.207 0.124 -0.533 0.12
H 1.314493 -2.210783 4.510024 0.309 0.212 -0.188 0.61
H -3.271197 -3.633663 4.910294 -0.067 -0.099 -0.045 0.32
C -5.198857 3.468557 -2.899316 0.247 -0.497 -1.567 -0.55
C -3.721827 3.774437 -3.039546 -0.082 0.254 0.122 -0.12
O -3.105687 3.725517 -1.737416 -0.063 0.384 -1.182 -0.15
O -5.921357 4.519407 -2.372736 -0.496 0.374 1.055 -0.60
H -5.254387 2.503127 -2.396376 -0.320 0.029 0.742 0.12
H -5.716317 3.270327 -3.837956 0.633 -0.143 -0.680 0.43
H -3.547587 4.766667 -3.455736 -0.172 0.202 0.303 0.35
H -3.274477 3.103777 -3.773166 0.290 -0.523 0.231 0.16
H -3.357207 2.890677 -1.335706 0.047 -0.552 0.415 0.06
H -6.077127 4.301797 -1.450786 -0.113 0.336 0.561 0.41
C -3.339697 -2.272673 1.623454 1.217 0.281 -2.319 -0.70
C -2.060717 -1.798393 0.864034 0.514 0.908 -0.044 0.95
O -2.193817 -0.509543 0.217594 -1.594 -0.652 0.182 -0.03
O -4.338867 -2.643523 0.652224 0.029 0.643 0.513 -0.58
H -3.651487 -1.402543 2.201174 -0.496 -0.504 0.320 0.33
H -3.110447 -3.207213 2.135504 0.276 0.519 0.892 0.46
H -1.766567 -2.508753 0.091404 -0.114 -0.370 0.081 -0.59
H -1.191577 -1.603973 1.492444 -0.069 -0.851 0.626 -0.38
H -1.325807 -0.178973 -0.025046 0.683 0.040 0.146 -0.22
H -3.989087 -3.444233 0.254594 -0.195 -0.123 -0.214 0.34
C -0.971697 3.945527 1.880054 0.409 0.670 -0.592 -0.49
C -0.476387 3.221317 3.150134 -1.007 0.723 -1.375 0.48
C -0.522307 1.735897 2.907174 0.227 -0.622 0.639 -0.62
O 0.828583 3.730677 3.466794 -0.210 -0.916 0.028 -0.55
H -1.883827 3.689767 1.340874 -0.537 -0.524 0.907 -0.32
H -0.281987 3.835297 1.043254 0.680 -0.032 0.302 0.03
H -1.038327 5.017177 2.067714 -0.012 0.161 0.010 0.53
H -1.140347 3.489427 3.971944 -0.160 -0.175 0.193 0.29
H -0.227727 1.171167 3.791704 0.453 -0.053 -0.006 0.31
H 0.049353 1.419287 2.034784 0.234 0.125 0.065 -0.27
H -1.539907 1.388467 2.728594 -0.228 0.397 -0.154 0.35
H 0.747333 4.686337 3.425364 0.165 0.117 -0.074 0.35
```
Forces are in eV/Å.

Properties
Total charge: 0
HOMO energy in eV: -8.7
2S+1: 1


Table of E_LUMO (eV), in record order: -0.071; -0.454
Table of frontier orbital gap (Ha), in record order: 0.2949; 0.3018
Table of maximum force (hartree/bohr), in record order: 0.036; 0.051